Entry from the OMol25 dataset: C13H33ClIMoN4P2 as an isolated structure at a distorted geometry (wB97M-V/def2-TZVPD).

The multiplicity is 3. Its charge is +3. For the HOMO energy (alpha / beta), the calculation gives -18.034 / -18.064 eV. The strongest force on any atom comes out at 3.6 eV/A.

Last column: natural (NBO) charge in e.
Cartesian coordinates (Å):
1 H 0.50 -4.26 -0.06  0.315
2 H -1.76 1.80 1.20  0.223
3 N -0.44 0.19 1.01  -0.560
4 H -0.22 -2.55 -3.65  0.285
5 H -0.14 2.03 1.97  0.225
6 H -0.12 2.81 -3.68  0.286
7 H -3.38 0.37 2.38  0.220
8 H 1.18 3.07 0.82  0.251
9 H 2.42 4.14 -2.27  0.300
10 H -0.54 3.26 0.33  0.255
11 I 3.23 0.13 -0.32  0.484
12 H -1.38 -2.94 -2.36  0.264
13 H 2.83 -2.28 -2.70  0.279
14 H 1.31 0.51 2.10  0.227
15 C -0.34 -3.04 -2.68  -0.946
16 H 1.12 -2.87 0.87  0.248
17 H -1.90 1.05 -1.62  0.267
18 C 0.65 -0.34 1.88  -0.104
19 H -0.80 -0.02 4.84  0.250
20 H 3.07 -2.84 -1.03  0.262
21 H -0.50 -2.66 2.41  0.204
22 N -1.49 0.94 3.08  -0.405
23 Cl 1.33 0.10 -3.35  -0.159
24 H 1.21 -1.15 1.42  0.211
25 C 2.50 3.09 -1.93  -0.949
26 C 2.41 -2.90 -1.91  -0.946
27 C -1.37 0.17 -2.04  -0.916
28 C 0.50 3.45 0.05  -0.951
29 C -2.55 -0.06 2.94  -0.090
30 H 2.89 2.46 -2.73  0.278
31 C -0.91 -1.80 2.94  -0.097
32 H -1.92 -0.75 -1.83  0.267
33 H -1.23 0.29 -3.12  0.306
34 C -0.95 1.34 1.75  -0.090
35 H -1.30 -2.06 3.94  0.251
36 C -1.61 -0.69 0.90  -0.100
37 H 2.32 -3.93 -2.24  0.297
38 H -0.61 -2.99 0.44  0.251
39 H 0.64 4.52 -0.07  0.319
40 H -1.31 3.18 -2.40  0.266
41 H 0.39 1.09 4.02  0.216
42 Mo 0.47 0.20 -1.07  0.621
43 C 0.41 -3.18 0.09  -0.951
44 N -2.06 -1.25 2.19  -0.405
45 H -1.47 -1.53 0.21  0.211
46 H 3.15 3.02 -1.06  0.264
47 P 0.83 2.53 -1.49  1.205
48 C -0.26 3.30 -2.71  -0.942
49 H -2.85 -0.42 3.94  0.247
50 C -0.40 0.34 3.88  -0.088
51 H -0.01 4.36 -2.77  0.300
52 H -2.42 -0.06 0.56  0.233
53 P 0.77 -2.26 -1.46  1.218
54 N 0.17 -0.83 3.17  -0.405
55 H -0.09 -4.10 -2.76  0.299

Entry from the OMol25 dataset: C41H33N5O5PSSc as an isolated structure (wB97M-V/def2-TZVPD).

Its charge is -2. For the HOMO energy, the calculation gives -2.382 eV. The strongest force on any atom comes out at 0.4 eV/A.

Last column: Mulliken charge in e.
Cartesian coordinates (Å):
1 H -2.67 -5.59 -0.05  0.276
2 C -2.08 -4.71 0.16  -0.917
3 O -0.02 1.69 5.16  -0.513
4 C 3.54 1.36 1.81  -0.917
5 N 0.73 -3.61 -2.53  -0.320
6 C -2.58 -1.01 0.27  -0.011
7 C -1.42 2.90 -3.35  -0.494
8 H -4.84 4.21 1.34  0.392
9 N 1.57 -2.19 3.95  0.099
10 O 2.33 -1.77 3.03  -0.288
11 H 4.24 2.87 6.09  0.344
12 C 0.81 -2.53 -4.90  0.302
13 C -0.51 -2.35 0.71  0.751
14 O 0.37 -2.11 3.68  -0.345
15 H -4.03 1.62 4.65  0.359
16 C 3.55 2.43 5.38  -0.785
17 H 0.40 -1.52 -4.81  -0.240
18 H 2.67 1.43 -6.38  0.392
19 H 0.00 -0.19 6.03  0.312
20 H -1.35 3.49 -4.26  0.337
21 C -3.88 1.90 3.62  -0.700
22 C -0.65 3.24 -2.24  -0.624
23 H -1.59 0.55 5.71  0.286
24 C -0.76 -4.80 0.51  -1.087
25 C 0.76 -3.16 -3.59  0.090
26 C 3.97 2.08 4.11  -0.716
27 C -4.33 3.35 1.76  -0.721
28 H -2.92 0.13 -2.12  0.373
29 H 2.88 -1.92 -4.73  0.189
30 C 2.24 -2.47 -5.43  -1.080
31 C -3.92 -0.93 0.00  -0.202
32 C -3.46 2.62 0.97  0.012
33 H -4.64 -4.22 -0.41  0.330
34 C -4.68 -2.09 -0.25  -0.933
35 H -5.22 3.58 3.70  0.341
36 H 2.65 -3.48 -5.54  0.385
37 H 4.40 1.95 1.49  0.268
38 C -0.01 -3.64 0.78  -0.100
39 H -3.30 2.91 -0.06  0.308
40 H 1.03 -3.79 1.05  0.386
41 H 0.16 -3.09 -5.58  0.385
42 C 3.09 1.49 3.19  0.568
43 H -0.09 2.72 -0.24  0.289
44 H 2.27 -1.97 -6.39  0.310
45 H -2.80 1.48 -4.17  0.341
46 C -0.58 0.40 5.32  -0.297
47 C 1.32 1.70 4.81  0.014
48 P -1.56 0.47 0.59  1.964
49 C 2.20 2.25 5.70  -0.295
50 H 0.45 1.01 -5.35  0.428
51 C -1.55 1.36 -1.02  0.470
52 N 2.89 0.69 0.94  0.897
53 C 3.64 0.88 -3.18  -0.139
54 C -2.22 1.77 -3.30  -0.704
55 O 0.88 0.69 2.71  0.802
56 C 1.35 0.97 -4.75  -0.392
57 C 3.74 1.14 -4.53  -0.669
58 C 1.73 1.24 3.52  0.639
59 C -4.07 -3.31 -0.22  -0.823
60 N 3.23 0.89 -0.39  -0.909
61 H 4.71 1.31 -4.98  0.346
62 H 4.99 2.25 3.81  0.387
63 H 4.52 0.84 -2.55  0.485
64 C -1.90 -2.27 0.35  -0.340
65 Sc 1.21 -0.86 1.30  -1.491
66 H -0.62 -0.14 4.38  -0.249
67 C -4.55 3.00 3.09  -0.522
68 C -2.29 1.01 -2.14  -0.843
69 H 1.81 2.56 6.67  0.410
70 C 3.52 -2.75 -0.33  0.447
71 C 2.59 1.20 -5.32  -0.623
72 H 0.30 0.47 -2.93  0.529
73 C 2.39 0.65 -2.59  -0.212
74 N 2.77 -2.11 0.29  -0.613
75 H -0.28 -5.77 0.56  0.370
76 H -4.42 0.04 -0.01  0.464
77 H 0.01 4.10 -2.28  0.391
78 H -2.47 0.33 3.25  0.217
79 C 2.25 0.45 -1.12  0.151
80 C -2.69 -3.44 0.09  1.330
81 H -5.74 -2.01 -0.47  0.387
82 S 4.61 -3.64 -1.19  -0.536
83 C 1.26 0.67 -3.39  -0.061
84 C -0.72 2.47 -1.09  -0.411
85 C -3.00 1.17 2.83  -0.413
86 O 1.16 -0.07 -0.68  -0.387
87 C -2.78 1.51 1.49  0.369

Entry from the OMol25 dataset: C38H55BrN2OPd as an isolated structure at a distorted geometry (wB97M-V/def2-TZVPD).

The multiplicity is 3. Its charge is -2. For the HOMO energy (alpha / beta), the calculation gives -0.862 / -0.777 eV. The strongest force on any atom comes out at 1.0 eV/A.

Last column: Mulliken charge in e.
Cartesian coordinates (Å):
1 C 0.00 4.31 4.01  1.980
2 H -1.24 4.61 5.75  0.436
3 C 2.65 2.91 -0.04  2.363
4 H -2.64 -1.69 1.37  -0.201
5 H -4.02 2.29 -2.77  0.297
6 C -2.04 1.91 -5.37  -0.797
7 H -1.40 1.95 -7.89  0.352
8 C 1.68 -5.65 0.14  -1.606
9 C 2.84 -3.99 1.63  -1.661
10 C 0.07 5.81 3.67  -1.650
11 H -1.40 2.99 5.03  0.401
12 C 2.76 4.35 -0.57  -1.721
13 C -2.71 -1.13 3.42  -1.316
14 H 1.70 -1.68 -1.53  0.167
15 H 3.83 2.11 -1.64  0.490
16 Pd -0.75 -0.80 -0.75  0.079
17 C 0.04 3.48 2.72  -0.219
18 H -2.45 2.74 -5.94  0.125
19 C 0.20 1.98 0.24  0.964
20 H 2.73 5.08 0.24  0.304
21 H 1.43 -2.02 -5.18  0.439
22 H 2.47 -5.60 -0.61  0.405
23 H -1.97 2.68 2.83  0.436
24 H -2.76 -4.22 4.12  0.220
25 C 1.31 2.77 0.72  -0.575
26 H 1.16 4.53 5.84  0.455
27 C -1.89 -4.23 3.46  -0.026
28 H 2.30 -1.13 -3.09  0.388
29 H -0.37 -3.36 -1.52  0.105
30 C -1.04 2.73 2.27  0.034
31 H -1.03 -5.96 4.45  0.325
32 H 2.72 0.91 -0.93  0.391
33 C -0.95 2.04 1.09  -0.200
34 H 0.20 1.25 -7.60  0.289
35 H 0.03 6.42 4.58  0.453
36 C 0.34 -4.28 1.80  -0.002
37 C -3.19 2.78 -3.30  -1.415
38 H -0.04 -0.76 -5.81  0.310
39 H -4.35 -3.51 1.49  0.398
40 H 0.64 -4.39 -2.55  0.342
41 C 0.18 -5.22 2.80  0.193
42 C 0.82 -2.75 -4.65  -2.381
43 H 3.87 3.35 1.74  0.338
44 C -1.28 4.05 4.81  -2.138
45 H -2.62 3.33 -2.55  0.208
46 C -1.79 0.72 -3.30  -0.263
47 C -0.92 -5.22 3.66  -1.585
48 C 1.19 3.95 4.91  -1.665
49 H 1.93 4.56 -1.26  0.333
50 H 3.73 1.63 1.35  0.359
51 C 1.17 3.48 1.91  -0.450
52 C 0.49 -2.31 -3.22  2.135
53 H -2.01 0.62 -2.24  0.450
54 H 2.53 -2.83 -2.60  0.419
55 H 2.15 4.15 4.42  0.316
56 H 1.41 -3.67 -4.59  0.487
57 C 1.84 -1.97 -2.57  -1.554
58 H 2.75 -3.02 2.13  0.375
59 H 1.00 6.04 3.14  0.311
60 C -0.88 1.10 -7.45  -1.523
61 H -0.99 -3.89 -3.09  0.398
62 H 0.74 -5.89 -0.37  0.348
63 H 2.02 4.07 2.23  0.105
64 H -4.98 -1.94 2.05  0.433
65 H -1.70 -0.70 3.42  0.274
66 C 1.55 -4.31 0.88  2.226
67 N -0.43 -2.29 0.72  -0.695
68 H -4.54 -3.19 3.23  0.288
69 H 3.70 4.48 -1.12  0.441
70 N -0.47 -1.21 -2.99  0.157
71 Br -2.48 1.07 0.48  -0.239
72 H 4.77 2.69 0.37  0.485
73 H 2.09 2.13 -2.01  0.325
74 H 3.70 -3.94 0.94  0.412
75 C -4.26 -2.74 2.27  -1.766
76 C -1.78 -3.27 2.48  0.324
77 H -0.76 6.08 3.02  0.336
78 C -0.63 -3.23 1.62  -0.120
79 C -0.90 -0.27 -3.85  -0.157
80 H -2.88 -1.58 4.41  0.360
81 H 0.94 -6.00 2.92  0.265
82 H -0.08 -2.97 -5.23  0.450
83 H -3.61 3.50 -4.01  0.342
84 H 1.17 2.88 5.17  0.353
85 O 0.22 1.29 -0.84  -0.652
86 H -2.16 4.38 4.25  0.359
87 C -2.32 1.76 -4.01  0.530
88 C 3.82 2.64 0.92  -1.834
89 H -3.42 -0.31 3.28  0.353
90 C -2.84 -2.18 2.32  1.307
91 C -0.09 -3.57 -2.55  -1.079
92 H -1.16 0.20 -8.00  0.305
93 C -1.21 0.98 -5.98  0.598
94 H 1.39 -3.53 0.14  -1.291
95 H 1.91 -6.46 0.83  0.352
96 H 3.06 -4.75 2.39  0.327
97 C -0.66 -0.08 -5.26  -0.392
98 C 2.83 1.95 -1.23  -2.154